1.
Density functional theory data (ωB97M-V/def2-TZVPD) for a 2-piece molecular cluster, C4H4N2O overall at a distorted geometry.

DFT total energy	-339.3947	hartree
HOMO-LUMO gap (spin up / spin down)	7.83 / 7.83	eV
E_HOMO (spin up / spin down)	-9.159 / -9.160	eV
energy above the lowest of the compared OMol25 structures with the same formula, charge and spin	5.088	eV

Structure (ORCA input):
```
! RIJCOSX wB97M-V def2-TZVPD def2/J DEFGRID3
* xyz 0 1
N 2.522 0.752 0.458
C 1.723 -0.002 0.075
C 0.841 -0.973 -0.454
O -0.410 -1.102 -0.118
C -1.231 -0.305 0.502
C -0.840 0.812 1.276
N -0.612 1.737 1.942
H 1.203 -1.769 -1.086
H -0.147 0.633 -1.701
H -0.795 0.865 -1.390
H -2.254 -0.649 0.498
*
```

natural (NBO) atomic charge list, values in e, 4 entries:
1 N -0.234
2 C 0.148
3 C 0.023
4 O -0.320

=====

2.
Density functional theory data (ωB97M-V/def2-TZVPD) for a 2-piece molecular cluster, C6H5NOS overall at a distorted geometry.

DFT total energy	-759.6023	hartree
HOMO-LUMO gap (spin up / spin down)	7.88 / 7.50	eV
E_HOMO (spin up / spin down)	-9.358 / -8.738	eV
energy above the lowest of the compared OMol25 structures with the same formula, charge and spin	4.481	eV

Structure (ORCA input):
```
! RIJCOSX wB97M-V def2-TZVPD def2/J DEFGRID3
* xyz 0 1
C -2.984 -1.280 -0.410
C 2.475 0.769 0.260
C 1.069 0.584 0.638
C 2.630 0.037 -0.859
C 0.630 -0.365 -0.213
C -2.441 -0.570 0.682
N -3.248 -1.860 -1.392
O 1.449 -0.672 -1.196
S -2.547 1.155 0.630
H 3.281 1.344 0.760
H 0.497 0.867 1.416
H 3.493 -0.240 -1.342
H -2.299 -1.103 1.661
H -2.004 1.333 -0.634
*
```

natural (NBO) atomic charge list, values in e, 4 entries:
1 C 0.183
2 C -0.283
3 C -0.448
4 C 0.064

=====

3.
Density functional theory data (ωB97M-V/def2-TZVPD) for a 2-piece molecular cluster, CH2N2O2S overall at a distorted geometry.

DFT total energy	-697.4370	hartree
HOMO-LUMO gap	9.83	eV
E_HOMO	-10.523	eV
energy above the lowest of the compared OMol25 structures with the same formula, charge and spin	3.100	eV

Structure (ORCA input):
```
! RIJCOSX wB97M-V def2-TZVPD def2/J DEFGRID3
* xyz 0 1
C 0.533 -0.123 -2.052
N 1.021 -0.206 -0.972
N -0.094 0.572 1.039
O -0.150 0.094 -2.939
O -1.794 -0.281 2.696
S -0.392 0.108 2.477
H 1.841 -0.641 -0.786
H -0.965 0.479 0.538
*
```

natural (NBO) atomic charge list, values in e, 4 entries:
1 C 0.846
2 N -0.740
3 N -0.905
4 O -0.499

=====

4.
Density functional theory data (ωB97M-V/def2-TZVPD) for C21H29Cl3CsIN5O3P2SbSe4Si as an isolated structure.

DFT total energy	-13834.2183	hartree
HOMO-LUMO gap	5.07	eV
E_HOMO	-2.061	eV
energy above the lowest of the compared OMol25 structures with the same formula, charge and spin	0.617	eV

Structure (ORCA input):
```
! RIJCOSX wB97M-V def2-TZVPD def2/J DEFGRID3
* xyz -2 1
Cs 0.544 -0.844 -1.552
N 0.956 -1.788 2.137
P -0.609 -1.127 1.836
C -1.604 -1.980 3.133
C -1.769 -1.542 4.442
C -2.517 -2.289 5.344
C -3.110 -3.478 4.948
C -2.959 -3.920 3.639
C -2.217 -3.172 2.739
C -0.447 0.536 2.568
C -1.375 1.479 2.128
C -1.335 2.789 2.593
C -0.363 3.168 3.503
C 0.562 2.234 3.963
C 0.522 0.929 3.493
C 1.623 -2.610 1.255
C 3.029 -2.673 1.304
C 3.683 -3.501 0.427
C 2.944 -4.259 -0.483
C 1.573 -4.122 -0.461
N 0.910 -3.322 0.382
H 1.560 -1.346 2.812
H -1.326 -0.605 4.756
H -2.643 -1.932 6.360
H -3.697 -4.056 5.652
H -3.428 -4.842 3.318
H -2.100 -3.510 1.715
H -2.112 1.230 1.372
H -2.036 3.509 2.188
H -0.310 4.198 3.832
H 1.321 2.516 4.685
H 1.263 0.234 3.871
H 3.569 -2.028 1.983
H 4.765 -3.542 0.426
H 3.422 -4.904 -1.206
H 0.965 -4.673 -1.172
Se -0.792 5.897 0.072
Sb -1.983 4.261 -1.280
Se -0.582 2.144 -1.246
Se -4.131 3.395 -0.393
Se -2.284 4.684 -3.714
N 2.058 2.759 0.660
C 2.743 1.740 1.190
O 2.733 0.590 0.773
C 3.635 2.179 2.349
I 4.355 0.561 3.525
H 1.328 2.561 -0.041
H 1.929 3.625 1.159
H 3.118 2.851 3.026
H 4.523 2.664 1.950
Cl 3.452 0.554 -6.454
Si 4.146 -0.222 -4.444
Cl 2.421 -1.622 -4.174
Cl 5.566 -1.664 -5.246
N 0.333 0.440 -5.725
C -0.683 1.087 -4.837
P -1.909 -0.276 -4.571
O -2.044 -0.864 -5.945
O -1.473 -1.121 -3.415
C -3.448 0.613 -4.104
N -3.221 1.596 -3.023
H -0.210 -0.094 -6.424
H 0.911 -0.248 -5.219
H 0.999 1.082 -6.156
H -1.129 1.924 -5.374
H -0.225 1.461 -3.920
H -4.158 -0.146 -3.778
H -3.854 1.128 -4.975
H -2.423 1.360 -2.382
H -4.010 1.794 -2.387
H -2.944 2.548 -3.401
*
```

Mulliken atomic charge list, values in e, 4 entries:
1 Cs 1.504
2 N 0.097
3 P 0.115
4 C 0.034

=====

5.
Density functional theory data (ωB97M-V/def2-TZVPD) for one molecule with the formula C4H8N2O at a distorted geometry.

DFT total energy	-341.8641	hartree
SMILES	C[C@@H]1N=NO[C@H]1C
HOMO-LUMO gap	11.00	eV
E_HOMO	-10.023	eV
energy above the lowest of the compared OMol25 structures with the same formula, charge and spin	3.797	eV

Structure (ORCA input):
```
! RIJCOSX wB97M-V def2-TZVPD def2/J DEFGRID3
* xyz 0 1
C 0.496 -1.788 -0.417
C -0.070 -0.704 0.374
N -1.553 -0.957 0.629
N -2.219 -0.136 0.055
O -1.586 0.895 -0.603
C -0.120 0.678 -0.367
C 0.539 1.813 0.386
H 0.273 -1.556 -1.495
H 0.010 -2.703 -0.189
H 1.511 -1.849 -0.389
H 0.214 -0.507 1.506
H 0.361 0.673 -1.380
H 0.279 2.778 0.041
H 1.576 1.785 0.360
H 0.288 1.578 1.488
*
```

natural (NBO) atomic charge list, values in e, 4 entries:
1 C -0.621
2 C -0.139
3 N -0.170
4 N 0.156

=====

Question: Look up the energy above the lowest of the compared OMol25 structures with the same formula, charge and spin of the fifth one.
Answer: 3.797 eV

=====

Question: The lowest energy above the lowest of the compared OMol25 structures with the same formula, charge and spin belongs to which entry?
Answer: C21H29Cl3CsIN5O3P2SbSe4Si